Molecular formula: C38H44CuOP2
Method: DFT, ωB97M-V with the def2-TZVPD basis set

**2S+1**: 2
**Charge**: 0
**Electronic energy**: -105378.765 eV
**HOMO (alpha / beta)**: -0.297 / -0.297 hartree

Positions of all 86 atoms, in Å:
Cu -0.24581 -0.34169 3.28451
C -0.68927 -6.00709 2.27408
C -0.10119 -5.25111 1.32686
C -0.66248 -4.99069 -0.04491
C -1.57936 -3.74977 -0.14442
C -2.93538 -3.89878 0.48125
C -3.47552 -4.99201 1.03220
C -2.98876 -6.43347 1.10431
C -1.90526 -6.85759 2.13106
C -1.70145 0.89967 3.28998
H -0.30141 -6.02789 3.29217
H 0.90694 -4.83391 1.51681
H -1.24473 -5.82391 -0.47211
H 0.22572 -4.82032 -0.69607
H -1.05003 -2.88423 0.28319
H -1.76870 -3.61276 -1.21540
H -3.62336 -3.04933 0.28827
H -4.55691 -4.91270 1.28412
H -2.73447 -6.83911 0.09899
H -3.87958 -6.98752 1.42962
H -2.35745 -6.92799 3.13533
H -1.65364 -7.89543 1.85743
H -1.94025 0.73378 4.35316
H -2.62774 0.67633 2.65374
H -1.26865 1.93299 3.30069
P 2.60983 2.34124 -0.95963
P -0.36807 3.67662 -1.53522
C 1.70317 2.08182 -2.51176
C 0.51628 2.70642 -2.78226
C 4.23620 2.87990 -1.74817
C 4.62276 2.52106 -3.05011
C 5.80205 3.02741 -3.61947
C 6.64739 3.85973 -2.87278
C 6.26229 4.22697 -1.57610
C 5.06093 3.76929 -1.02977
C 2.82276 0.56858 -0.50555
C 1.68928 -0.13592 -0.04640
C 1.80851 -1.47044 0.33143
C 3.03819 -2.12924 0.20609
C 4.16433 -1.43561 -0.25260
C 4.06583 -0.07614 -0.58105
C -0.69519 5.10458 -2.74222
C 0.41106 5.80806 -3.26663
C 0.21163 6.87084 -4.15456
C -1.08047 7.22161 -4.55788
C -2.17295 6.47913 -4.10276
C -1.98229 5.43895 -3.18369
C -2.01376 2.85432 -1.60206
C -2.91923 3.16555 -0.56174
C -4.18319 2.57419 -0.55010
C -4.54271 1.66770 -1.55159
C -3.65978 1.37771 -2.59160
C -2.38938 1.95838 -2.61029
H 2.14803 1.42586 -3.26094
H 0.09185 2.66687 -3.79157
H 4.00850 1.84605 -3.64373
H 6.05988 2.76876 -4.64763
H 7.58578 4.21723 -3.30543
H 6.90988 4.88814 -0.99604
H 4.75123 4.09511 -0.03501
H 0.71782 0.36862 -0.00410
H 0.94405 -2.00249 0.74085
H 3.11863 -3.18274 0.47314
H 5.12512 -1.94147 -0.35575
H 4.94346 0.47446 -0.92184
H 1.42338 5.50838 -2.99372
H 1.07079 7.42207 -4.53685
H -1.23848 8.06118 -5.23602
H -3.17934 6.69666 -4.45769
H -2.84639 4.86774 -2.83572
H -2.62145 3.86004 0.22127
H -4.88434 2.82728 0.24617
H -5.52199 1.18449 -1.52495
H -3.94422 0.69380 -3.40077
H -1.69073 1.70285 -3.41398
C -0.30389 -3.91240 5.47535
C -0.92662 -2.52342 5.38811
C -1.17057 -2.28458 6.90117
O -0.00374 -1.75910 4.58462
H 0.53507 -3.77772 6.18360
H 0.14595 -4.23246 4.52418
H -0.98489 -4.67149 5.91789
H -1.96534 -2.43941 4.98349
H -0.30293 -2.55991 7.52177
H -1.54535 -1.31014 7.19580
H -1.95591 -3.01644 7.16788

For each atom in turn, the Mulliken charge in e is:
1. Cu 0.36
2. C -0.38
3. C -0.17
4. C -0.95
5. C 0.24
6. C -0.65
7. C -0.22
8. C -0.99
9. C -0.64
10. C -0.64
11. H 0.45
12. H 0.26
13. H 0.40
14. H 0.42
15. H -0.15
16. H 0.36
17. H 0.38
18. H 0.31
19. H 0.38
20. H 0.38
21. H 0.33
22. H 0.29
23. H 0.19
24. H 0.26
25. H 0.24
26. P 0.09
27. P -0.04
28. C -0.75
29. C -0.70
30. C 0.38
31. C 0.12
32. C -0.62
33. C -0.45
34. C -0.47
35. C -0.56
36. C 0.45
37. C -0.49
38. C 0.15
39. C -0.68
40. C -0.70
41. C -0.33
42. C 0.25
43. C -0.32
44. C -0.65
45. C -0.40
46. C -0.62
47. C -0.20
48. C 0.33
49. C -0.47
50. C -0.60
51. C -0.45
52. C -0.73
53. C 0.22
54. H 0.64
55. H 0.81
56. H 0.17
57. H 0.37
58. H 0.36
59. H 0.36
60. H 0.36
61. H 0.47
62. H -0.08
63. H 0.39
64. H 0.37
65. H 0.35
66. H 0.42
67. H 0.36
68. H 0.35
69. H 0.37
70. H 0.28
71. H 0.37
72. H 0.42
73. H 0.38
74. H 0.40
75. H 0.30
76. C -1.23
77. C 0.71
78. C -1.36
79. O -0.56
80. H 0.39
81. H 0.07
82. H 0.37
83. H 0.12
84. H 0.36
85. H 0.35
86. H 0.35

***

Molecular formula: C4H4BrF5
Method: DFT, ωB97M-V with the def2-TZVPD basis set

**Charge**: 0
**Electronic energy**: -87840.510 eV
**HOMO (alpha / beta)**: -0.328 / -0.328 hartree

Positions of all 14 atoms, in Å:
C 0.48063 0.04379 -0.31546
C -0.63501 -0.67477 0.33630
C -2.56404 0.33002 -0.77631
C -3.55972 0.44913 0.35502
F -2.16410 1.51080 -1.27920
F -2.93437 -0.48898 -1.76975
F -3.08863 1.30672 1.27464
F -4.78883 0.87099 0.02210
F -3.71139 -0.73245 0.96857
Br -0.88067 -2.48053 -0.04365
H 0.38499 1.11562 -0.15530
H 1.42891 -0.28384 0.11826
H 0.51675 -0.16357 -1.38367
H -0.95009 -0.38685 1.32576

For each atom in turn, the natural (NBO) charge in e is:
1. C -0.70
2. C -0.24
3. C 0.60
4. C 0.87
5. F -0.32
6. F -0.31
7. F -0.32
8. F -0.31
9. F -0.31
10. Br 0.11
11. H 0.24
12. H 0.23
13. H 0.23
14. H 0.21

***

Molecular formula: C5H13NO
Method: DFT, ωB97M-V with the def2-TZVPD basis set

**Charge**: 0
**Electronic energy**: -8928.070 eV
**HOMO**: -0.318 hartree

Positions of all 20 atoms, in Å:
C 1.44005 -0.46693 -0.02243
O 0.66111 -1.47399 -0.48405
C 1.11156 0.95844 -0.42451
C 0.57501 1.14835 -1.80327
H 2.42445 -0.63483 -0.45409
H 1.86491 -0.16660 1.01726
H 2.06799 1.51221 -0.32516
H 0.43311 1.42007 0.29729
H 0.34930 2.22396 -1.98158
H -0.34138 0.56208 -2.05457
H 1.33906 0.82348 -2.53145
C -2.24783 -0.16147 0.67532
C -0.00841 -0.92171 1.25126
N -1.37553 -1.27866 1.06047
H -2.62634 0.30964 1.60929
H -3.09781 -0.62486 0.07114
H -1.73187 0.53680 0.04676
H -0.01874 -0.03767 1.96604
H 0.44808 -1.75566 1.80705
H -1.26671 -1.97266 0.27924

For each atom in turn, the natural (NBO) charge in e is:
1. C -0.13
2. O -0.63
3. C -0.42
4. C -0.61
5. H 0.16
6. H 0.16
7. H 0.21
8. H 0.17
9. H 0.21
10. H 0.21
11. H 0.21
12. C -0.43
13. C 0.07
14. N -0.60
15. H 0.20
16. H 0.21
17. H 0.19
18. H 0.21
19. H 0.21
20. H 0.40

***

Molecular formula: C4H13N2
Method: DFT, ωB97M-V with the def2-TZVPD basis set

**Charge**: +1
**Electronic energy**: -7331.811 eV
**HOMO**: -0.498 hartree

Positions of all 19 atoms, in Å:
N 0.89664 0.03553 1.64917
C 0.23744 1.27480 1.10334
C -0.94312 0.88652 0.14263
C -1.15491 -0.64151 -0.09057
C -0.08389 -1.38211 -0.87892
N 0.93051 -0.45484 -1.54787
H 0.11776 -0.49357 2.02677
H 1.42621 0.30145 2.47495
H 0.18905 2.03502 1.87051
H 0.85971 1.84381 0.38675
H -0.76161 1.49406 -0.74698
H -1.84748 1.37563 0.55470
H -1.40222 -1.00147 0.90073
H -2.06048 -0.69585 -0.71118
H 0.52016 -1.99009 -0.21674
H -0.46265 -1.93261 -1.73827
H 1.46224 -1.02410 -2.20606
H 1.56857 0.04369 -0.91590
H 0.50806 0.32566 -2.05706

For each atom in turn, the natural (NBO) charge in e is:
1. N -0.86
2. C -0.24
3. C -0.42
4. C -0.44
5. C -0.20
6. N -0.68
7. H 0.35
8. H 0.38
9. H 0.22
10. H 0.16
11. H 0.19
12. H 0.25
13. H 0.24
14. H 0.24
15. H 0.25
16. H 0.22
17. H 0.44
18. H 0.46
19. H 0.44

***

- Which of these has the highest charge?
  C4H13N2

***

- Among the records above, which one has the highest electronic energy?
  C4H13N2